Below is a cluster of 6 separate species, C24H56N6O9S in total, with properties calculated with ωB97M-V/def2-TZVPD.

Its maximum force is 0.46 eV/Å. The highest occupied orbital energy is -9.03 eV.

Last column: Löwdin charge in e.
Positions of all 96 atoms, in Å:
C: 0.547 2.264 -0.115  -0.11
O: 1.274 1.563 -1.109  -0.18
C: 0.572 0.548 -1.802  -0.23
C: 0.816 -0.834 -1.210  -0.16
C: 0.602 -0.908 0.299  -0.17
C: 0.791 -2.323 0.843  -0.21
O: -0.420 -3.105 0.756  -0.34
S: -1.582 -2.945 1.859  0.94
O: -0.980 -2.432 3.077  -0.41
O: -2.309 -1.636 1.275  -0.37
C: -2.720 -1.678 -0.118  -0.23
C: -4.126 -1.159 -0.301  -0.17
C: -4.369 0.342 -0.125  -0.19
C: -3.894 0.948 1.196  -0.26
N: -2.439 1.190 1.192  0.01
H: -0.476 1.880 -0.022  0.05
H: 0.504 3.325 -0.380  0.09
H: 1.043 2.164 0.855  0.08
H: -0.503 0.776 -1.833  0.12
H: 0.940 0.569 -2.833  0.11
H: 1.833 -1.149 -1.464  0.10
H: 0.123 -1.541 -1.687  0.11
H: 1.307 -0.253 0.822  0.11
H: -0.407 -0.558 0.537  0.09
H: 1.497 -2.887 0.228  0.12
H: 1.156 -2.330 1.871  0.10
H: -1.992 -1.089 -0.682  0.10
H: -2.668 -2.706 -0.484  0.11
H: -4.376 -1.441 -1.326  0.09
H: -4.791 -1.718 0.368  0.12
H: -3.899 0.905 -0.940  0.10
H: -5.450 0.501 -0.214  0.11
H: -4.438 1.881 1.378  0.11
H: -4.155 0.273 2.017  0.11
H: -2.249 2.180 1.093  0.07
H: -2.004 0.879 2.051  0.06
C: -0.130 1.595 6.322  -0.34
O: -0.049 2.812 6.332  -0.01
N: -1.159 0.917 5.787  -0.19
C: -1.208 -0.532 5.735  -0.05
C: -2.251 1.679 5.206  -0.04
H: 0.653 0.942 6.743  0.13
H: -1.261 -0.864 4.700  0.06
H: -2.075 -0.913 6.279  0.09
H: -0.306 -0.940 6.187  0.09
H: -1.891 2.323 4.402  0.08
H: -2.722 2.316 5.954  0.09
H: -2.987 0.983 4.808  0.08
C: -2.258 -1.637 -3.798  -0.34
O: -3.204 -2.141 -3.218  0.01
N: -2.269 -0.414 -4.357  -0.18
C: -1.096 0.147 -4.995  -0.06
C: -3.503 0.351 -4.326  -0.03
H: -1.289 -2.153 -3.908  0.13
H: -0.801 1.082 -4.514  0.09
H: -1.272 0.329 -6.056  0.10
H: -0.277 -0.563 -4.906  0.06
H: -3.821 0.533 -3.298  0.07
H: -4.304 -0.187 -4.834  0.10
H: -3.336 1.303 -4.824  0.09
C: 0.544 7.270 3.060  -0.36
O: -0.420 7.104 2.337  0.00
N: 0.970 6.382 3.980  -0.20
C: 2.129 6.628 4.808  -0.06
C: 0.237 5.138 4.142  -0.05
H: 1.165 8.182 3.019  0.13
H: 2.895 5.866 4.649  0.09
H: 1.862 6.628 5.867  0.09
H: 2.551 7.600 4.557  0.08
H: 0.221 4.585 3.201  0.09
H: -0.796 5.337 4.429  0.10
H: 0.703 4.535 4.915  0.06
C: 0.933 -2.201 -6.757  -0.37
O: 0.070 -1.908 -7.561  0.01
N: 1.305 -3.461 -6.454  -0.20
C: 2.331 -3.748 -5.475  -0.06
C: 0.644 -4.556 -7.143  -0.04
H: 1.498 -1.442 -6.187  0.13
H: 3.165 -4.289 -5.926  0.09
H: 1.933 -4.347 -4.653  0.09
H: 2.711 -2.813 -5.066  0.08
H: 0.795 -4.482 -8.220  0.09
H: -0.430 -4.539 -6.955  0.09
H: 1.058 -5.495 -6.784  0.09
C: 4.453 -1.686 -0.483  -0.35
O: 4.828 -1.715 -1.638  0.02
N: 5.083 -2.299 0.541  -0.19
C: 4.590 -2.228 1.898  -0.06
C: 6.296 -3.044 0.256  -0.04
H: 3.548 -1.142 -0.163  0.12
H: 5.325 -1.768 2.562  0.09
H: 4.348 -3.220 2.285  0.09
H: 3.686 -1.620 1.918  0.07
H: 7.056 -2.394 -0.178  0.09
H: 6.100 -3.847 -0.455  0.09
H: 6.673 -3.469 1.184  0.09